ORCA calculation (wB97M-V/def2-TZVPD) on one molecule with the formula C19H22N2O.

Last column: Löwdin charge in e.
Positions of all 44 atoms, in Å:
C -3.7513 -2.2206 -1.2826  -0.0327
C -3.6546 -0.9397 -0.5153  -0.2102
C -4.6585 0.0164 -0.5989  -0.0405
C -4.5768 1.2081 0.0995  -0.0797
C -3.4792 1.4650 0.9024  -0.0821
C -2.4653 0.5286 0.9904  -0.0390
C -2.5409 -0.6671 0.2843  -0.1019
C -1.4356 -1.6694 0.4339  -0.4137
O -1.6210 -2.8220 0.7663  0.0833
N -0.2168 -1.1180 0.1813  0.1516
C 1.0475 -1.7120 0.1869  -0.1509
C 1.2448 -3.0799 0.3081  -0.0057
C 2.5240 -3.6039 0.2351  -0.0849
C 3.6078 -2.7701 0.0314  -0.0934
C 3.4205 -1.4015 -0.0721  -0.0243
C 2.1499 -0.8519 0.0187  -0.1828
N 1.8832 0.5346 -0.0857  -0.1278
C 2.7943 1.3211 -0.8937  -0.1909
C 2.1164 2.6427 -1.2518  -0.1801
C 1.7583 3.4064 0.0197  -0.2057
C 0.8922 2.5241 0.9139  -0.1852
C 1.6062 1.2005 1.1795  -0.1744
H -2.9816 -2.2599 -2.0537  0.0931
H -3.5913 -3.0665 -0.6179  0.0788
H -4.7248 -2.3152 -1.7569  0.0768
H -5.5211 -0.1798 -1.2197  0.1097
H -5.3728 1.9340 0.0214  0.1025
H -3.4128 2.3880 1.4589  0.1021
H -1.6178 0.7151 1.6352  0.1073
H -0.1852 -0.1480 -0.1117  0.1290
H 0.3928 -3.7235 0.4489  0.1008
H 2.6687 -4.6694 0.3279  0.1021
H 4.6050 -3.1789 -0.0371  0.0994
H 4.2748 -0.7571 -0.2149  0.1060
H 3.0253 0.7575 -1.8006  0.1294
H 3.7379 1.5369 -0.3639  0.1239
H 2.7834 3.2366 -1.8785  0.1097
H 1.2080 2.4335 -1.8199  0.1158
H 1.2296 4.3283 -0.2283  0.1087
H 2.6740 3.6757 0.5519  0.1123
H 0.6866 3.0247 1.8616  0.1127
H -0.0605 2.3316 0.4151  0.1010
H 0.9930 0.5464 1.8033  0.1178
H 2.5440 1.3986 1.7275  0.1323

The charge is 0. The HOMO-LUMO gap is 9.0 eV. As for the LUMO energy: 0.83 eV. For the total energy, the calculation gives -25088.894 eV. The calculation puts the HOMO energy at -0.2984 Ha. The spin multiplicity is 1. The calculation puts the strongest force on any atom at 0.5 eV/Å. The structure (SMILES) is Cc1ccccc1C(=O)Nc1ccccc1N1CCCCC1.

***

ORCA calculation (wB97M-V/def2-TZVPD) on one molecule with the formula C3H7N3O2 in a non-equilibrium geometry.

Last column: Löwdin charge in e.
Positions of all 15 atoms, in Å:
C 0.2515 -0.8037 0.2150  -0.4953
C -1.8141 0.1438 -0.5110  -0.0767
C -0.5328 -0.4585 -1.0681  -0.0974
N 3.9700 0.3220 2.4044  0.0589
N 2.6613 0.2215 1.9031  -0.1144
N 1.2147 0.4337 2.0548  0.0833
O 0.7528 -1.8439 0.4860  0.1378
O 0.6658 0.3740 0.7933  -0.1187
H -2.2197 0.9204 -1.0614  0.0527
H -2.6159 -0.5578 -0.3568  0.0853
H -1.5656 0.5326 0.4386  0.0590
H -0.7583 -1.3263 -1.6072  0.0998
H 0.2349 0.2550 -1.4336  0.1382
H 3.8483 0.3132 3.5148  0.0815
H 2.8311 0.1386 0.9068  0.1061

The charge is 0. The HOMO-LUMO gap (alpha / beta) is 9.3 / 9.0 eV. As for the LUMO energy (alpha / beta): -0.12 / -0.25 eV. For the total energy, the calculation gives -11783.701 eV. The calculation puts the HOMO energy (alpha / beta) at -0.3461 / -0.3408 Ha. The spin multiplicity is 1. The calculation puts the strongest force on any atom at 5.9 eV/Å.

***

ORCA calculation (wB97M-V/def2-TZVPD) on C11H21IrN6O5SbSe4 as an isolated structure in a non-equilibrium geometry.

Last column: Löwdin charge in e.
Positions of all 49 atoms, in Å:
Ir 0.0758 -1.0548 0.5217  0.9523
N -0.0067 -2.8956 -1.0025  -0.0417
C -1.3030 -3.5422 -1.2046  -0.2372
C -2.2037 -3.3515 0.0232  -0.2136
N -2.2740 -1.9699 0.4911  -0.1517
C -3.2407 -1.1074 -0.1697  -0.2034
C -2.6913 -0.5287 -1.4824  -0.2357
N -1.3464 -0.0125 -1.2668  -0.0424
H 0.4032 -2.6464 -1.8949  0.1002
H 0.6314 -3.5749 -0.5710  -0.0886
H -1.1921 -4.6235 -1.3556  0.1101
H -1.7755 -3.1262 -2.0966  0.0932
H -1.7833 -3.9477 0.8357  0.0908
H -3.2084 -3.7326 -0.2066  0.1232
H -2.4837 -1.9953 1.4844  0.0764
H -3.4547 -0.2823 0.5139  0.1212
H -4.1817 -1.6364 -0.3891  0.1218
H -3.3886 0.2469 -1.8307  0.1178
H -2.6673 -1.3140 -2.2388  0.0975
H -1.3811 0.9553 -0.9622  0.0565
H -0.7937 -0.0168 -2.1159  0.0833
O 1.3376 0.8544 -1.0453  -0.1252
N 2.4211 0.3608 -0.6684  -0.5704
O 3.4697 0.9076 -0.9001  0.0788
O 2.3621 -0.7095 -0.0371  -0.1725
Se 2.7113 -5.0187 4.3092  -0.3250
Sb 2.2374 -3.9619 2.1244  -0.3675
Se 0.2034 -2.4328 2.5878  0.0791
Se 4.2428 -2.6506 1.4520  -0.2134
Se 1.5699 -5.6021 0.4067  -0.2167
O -0.4896 4.1242 -2.8570  -0.0467
C 0.7054 4.5122 -2.1973  -0.2456
N 0.8893 3.6921 -1.0445  0.1064
C 0.7085 4.1503 0.2171  -0.4546
O 0.4672 5.3053 0.5062  0.0737
C 0.9004 3.0427 1.2050  -0.1146
C 1.9515 3.0485 2.1135  0.0346
C 2.1382 1.9105 2.8900  -0.0099
C 1.3253 0.8130 2.6904  -0.1365
N 0.2921 0.8070 1.8386  -0.0504
C 0.0711 1.9323 1.1531  -0.1037
H -0.7064 4.7950 -3.5117  0.0804
H 0.6360 5.5527 -1.8536  0.1256
H 1.5635 4.3972 -2.8778  0.1309
H 1.0607 2.6936 -1.1954  0.0999
H 2.5962 3.9125 2.1980  0.1303
H 2.9208 1.8590 3.6284  0.1175
H 1.5016 -0.1004 3.2408  0.0563
H -0.8219 1.9613 0.5442  0.1090

The charge is -1. The HOMO-LUMO gap (alpha / beta) is 4.2 / 4.1 eV. As for the LUMO energy (alpha / beta): 0.96 / 0.96 eV. For the total energy, the calculation gives -301686.376 eV. The calculation puts the HOMO energy (alpha / beta) at -0.1172 / -0.1172 Ha. The spin multiplicity is 1. The calculation puts the strongest force on any atom at 2.8 eV/Å.

***

ORCA calculation (wB97M-V/def2-TZVPD) on a 5-piece molecular cluster, C33H31BrO6 overall in a non-equilibrium geometry.

Last column: Löwdin charge in e.
Positions of all 71 atoms, in Å:
O 0.3098 0.7894 -4.2872  0.0595
C -0.3432 -0.2504 -4.5572  -0.3835
O -0.0250 -1.4115 -3.8166  0.0574
C -1.4813 -0.1226 -5.6702  -0.0278
C -2.7273 0.6198 -4.9794  -0.0301
C -3.4600 -0.0207 -3.9469  -0.0129
C -3.2014 -1.4911 -3.3864  -0.0895
O -4.4857 -2.2156 -3.5104  -0.1679
O -4.3836 -2.7763 -4.7658  -0.0546
C -4.6625 0.7906 -3.2633  -0.2649
O -5.1368 0.3326 -2.1837  0.0302
C -5.2397 2.1461 -3.8501  -0.5281
Br -6.9033 2.8846 -3.0947  0.7041
C -4.5150 2.7639 -4.9049  -0.0002
C -3.1412 2.1081 -5.4221  -0.2281
O -2.3964 2.8204 -6.1525  0.0515
H -0.3609 -2.2281 -4.2471  0.1127
H -1.0576 0.5765 -6.4817  0.1373
H -1.7549 -1.0930 -6.1993  0.1300
H -2.8280 -1.4798 -2.3010  0.1501
H -2.4645 -2.0661 -4.0375  0.1092
H -5.2183 -2.6215 -5.2638  0.1269
H -4.8763 3.7471 -5.3652  0.1294
C -2.5977 -3.9072 1.9443  -0.0921
C -2.8235 -4.0495 0.5789  -0.0933
C -3.7601 -3.2427 -0.0605  -0.0974
C -4.4744 -2.2955 0.6674  -0.0816
C -4.2547 -2.1594 2.0345  -0.0987
C -3.3156 -2.9638 2.6729  -0.1148
H -1.8628 -4.5317 2.4409  0.1012
H -2.2682 -4.7896 0.0119  0.0995
H -3.9338 -3.3506 -1.1264  0.0869
H -5.2027 -1.6647 0.1690  0.1009
H -4.8156 -1.4248 2.6034  0.1054
H -3.1429 -2.8559 3.7387  0.0988
C 4.0628 2.8044 -1.3323  -0.0981
C 3.1190 2.2294 -2.1779  -0.0885
C 2.5233 1.0192 -1.8369  -0.0858
C 2.8749 0.3807 -0.6509  -0.0898
C 3.8255 0.9506 0.1907  -0.0993
C 4.4186 2.1635 -0.1490  -0.1040
H 4.5220 3.7514 -1.5955  0.0982
H 2.8465 2.7255 -3.1036  0.1022
H 1.7855 0.5738 -2.4947  0.0706
H 2.4087 -0.5615 -0.3834  0.0995
H 4.1041 0.4500 1.1128  0.0905
H 5.1580 2.6096 0.5080  0.0843
C -1.1891 1.2076 5.8786  -0.1005
C -1.7471 0.1458 5.1735  -0.0961
C -1.7284 0.1470 3.7822  -0.0885
C -1.1550 1.2129 3.0953  -0.0888
C -0.6052 2.2790 3.8002  -0.0968
C -0.6206 2.2761 5.1915  -0.1001
H -1.1980 1.2032 6.9633  0.0984
H -2.1966 -0.6843 5.7091  0.0971
H -2.1606 -0.6828 3.2327  0.0704
H -1.1379 1.2129 2.0108  0.1018
H -0.1633 3.1129 3.2647  0.1002
H -0.1898 3.1063 5.7410  0.0984
C 7.1271 0.0534 5.0616  -0.0984
C 7.8640 -0.8389 4.2893  -0.0992
C 7.8450 -0.7399 2.9017  -0.0963
C 7.0850 0.2494 2.2851  -0.0955
C 6.3403 1.1364 3.0576  -0.1008
C 6.3626 1.0395 4.4454  -0.0931
H 7.1475 -0.0200 6.1436  0.0992
H 8.4547 -1.6121 4.7697  0.0992
H 8.4226 -1.4338 2.3001  0.0998
H 7.0720 0.3286 1.2032  0.1004
H 5.7429 1.9043 2.5774  0.0828
H 5.7841 1.7323 5.0473  0.1008

The charge is 0. The HOMO-LUMO gap is 7.1 eV. As for the LUMO energy: -1.94 eV. For the total energy, the calculation gives -117044.538 eV. The calculation puts the HOMO energy at -0.3303 Ha. The spin multiplicity is 1. The calculation puts the strongest force on any atom at 4.8 eV/Å. The structure (SMILES) is O=C(O)CC1=C(COO)C(=O)C(Br)=CC1=O.c1ccccc1.c1ccccc1.c1ccccc1.c1ccccc1.

***

ORCA calculation (wB97M-V/def2-TZVPD) on C18H25As2Cl2N3O3RuS2 as an isolated structure in a non-equilibrium geometry.

Last column: Löwdin spin population.
Positions of all 56 atoms, in Å:
Ru 0.3505 0.2289 0.1906  2.3720
Cl 2.4308 1.2640 -0.7122  0.0491
C 1.9447 2.2963 -2.0541  0.0404
C 2.9537 2.9767 -2.6930  -0.0019
C 2.6093 3.8273 -3.7385  0.0619
C 1.2847 3.9950 -4.1033  -0.0081
C 0.2915 3.2982 -3.4383  0.0543
Cl -1.3524 3.5595 -3.8857  0.0179
C 0.5937 2.3977 -2.3994  0.0367
S -0.6734 1.4984 -1.6411  0.6069
H 3.9850 2.8526 -2.3928  -0.0007
H 3.3843 4.3689 -4.2633  0.0031
H 1.0138 4.6700 -4.9036  -0.0011
C -1.6479 -2.5044 1.4973  0.0033
As -1.6823 -0.5776 1.3140  -0.0163
C -3.3210 -0.1900 0.3564  -0.0076
C -1.7669 0.1458 3.1041  -0.0005
C -2.9406 0.1697 3.8451  -0.0011
C -2.9235 0.6626 5.1438  -0.0004
C -1.7371 1.1204 5.6989  -0.0003
C -0.5600 1.0884 4.9617  -0.0004
C -0.5702 0.6042 3.6613  0.0013
As 1.0338 0.5193 2.5641  0.0137
C 2.0776 -0.9821 3.2038  0.0100
C 2.0795 2.0927 2.9886  0.0004
H -2.3925 -2.8092 2.2289  -0.0004
H -0.6651 -2.8283 1.8306  -0.0001
H -1.8758 -2.9498 0.5318  0.0004
H -4.1471 -0.7721 0.7571  -0.0015
H -3.1694 -0.4667 -0.6845  -0.0002
H -3.5480 0.8700 0.4286  -0.0002
H -3.8687 -0.1990 3.4242  -0.0001
H -3.8352 0.6792 5.7270  -0.0001
H -1.7249 1.4999 6.7123  -0.0001
H 0.3574 1.4446 5.4147  0.0000
H 2.3608 -0.8328 4.2423  0.0012
H 2.9690 -1.0681 2.5857  -0.0001
H 1.4967 -1.8959 3.1110  0.0000
H 2.3010 2.1083 4.0536  -0.0003
H 1.5260 2.9871 2.7146  0.0015
H 3.0179 2.0526 2.4400  0.0001
C -4.3497 3.6928 2.3077  0.0041
N -2.9650 3.3200 2.0391  0.0364
C -2.3914 3.3650 0.8478  0.0479
N -3.1113 3.6551 -0.2257  0.0131
S -0.6949 3.0832 0.7388  0.3540
H -4.5506 3.5525 3.3644  0.0001
H -5.0373 3.0597 1.7434  0.0014
H -4.5313 4.7396 2.0595  0.0012
H -2.3554 3.1140 2.8169  0.0028
H -4.0839 3.9154 -0.1662  0.0001
H -2.6582 3.7122 -1.1258  0.0006
O 0.8780 -3.3332 -1.2691  0.0525
N 0.7865 -2.2422 -0.8324  0.0010
O 1.5421 -1.7720 0.0728  0.1083
O -0.2077 -1.4690 -1.1315  0.1437

The charge is +2. The HOMO-LUMO gap (alpha / beta) is 7.1 / 6.4 eV. As for the LUMO energy (alpha / beta): -6.71 / -8.25 eV. For the total energy, the calculation gives -200640.938 eV. The calculation puts the HOMO energy (alpha / beta) at -0.5094 / -0.5367 Ha. The spin multiplicity is 5. The calculation puts the strongest force on any atom at 1.2 eV/Å. Its expectation value of S² is 6.0433.

***

ORCA calculation (wB97M-V/def2-TZVPD) on a 8-piece molecular cluster, C18H50F6N4O8 overall in a non-equilibrium geometry.

Last column: Löwdin charge in e.
Positions of all 86 atoms, in Å:
N -12.1545 9.0665 -8.4290  0.2843
H -11.1415 9.1180 -8.4902  0.1290
H -12.4736 9.9384 -8.0036  0.1382
H -12.4681 8.3294 -7.7464  0.0874
H -12.5591 8.9471 -9.3974  0.0828
N -14.0313 6.1340 -10.0915  0.2297
H -14.0543 6.3337 -9.0574  0.0662
H -13.6798 6.9455 -10.6249  0.0582
H -15.0551 5.9843 -10.2800  0.0663
H -13.5820 5.2195 -10.3563  0.0622
C -13.6362 6.6208 -6.3564  -0.4529
O -12.4126 7.3644 -6.2891  -0.1376
O -14.2450 6.9525 -7.4954  -0.1926
C -13.4303 5.1170 -6.1072  -0.5446
F -14.5008 4.4155 -6.5105  0.1371
F -12.3535 4.6222 -6.7617  0.1291
F -13.2667 4.8710 -4.7915  0.1294
C -11.8486 7.5775 -5.0140  -0.2604
C -10.6377 8.4835 -5.1551  -0.0724
H -10.1616 8.6885 -4.1999  0.0780
H -9.9046 7.9926 -5.8028  0.0791
H -10.8944 9.4204 -5.6542  0.0658
H -11.5448 6.6413 -4.5454  0.1194
H -12.5467 8.0933 -4.3474  0.1261
H -14.3014 6.9373 -5.5313  0.1554
C -12.5864 8.7656 -12.2212  -0.4731
O -12.6179 7.5100 -12.9145  -0.1183
O -13.1501 8.5883 -11.0299  -0.2077
C -11.1476 9.3136 -12.1812  -0.5402
F -10.2889 8.4280 -11.6417  0.1301
F -10.7057 9.6377 -13.4194  0.1194
F -11.0546 10.4549 -11.4547  0.1162
C -12.4518 7.5237 -14.3398  -0.2519
C -12.8688 6.1488 -14.8100  -0.0686
H -12.5781 6.0234 -15.8584  0.0761
H -12.3982 5.3413 -14.2445  0.0592
H -13.9357 5.9285 -14.7539  0.0687
H -11.4166 7.7453 -14.5885  0.1086
H -13.1127 8.2858 -14.7681  0.1217
H -13.2327 9.4178 -12.8355  0.1533
C -16.4973 3.1207 -10.2862  -0.1370
O -16.5637 3.6746 -11.6072  -0.1429
H -16.9490 2.1271 -10.3162  0.0793
H -15.4393 2.9988 -10.0182  0.0655
H -16.9042 3.7765 -9.5222  0.0710
H -16.0808 3.0891 -12.1935  0.0757
C -17.3178 5.7727 -6.2992  -0.1674
O -17.0409 6.4278 -7.5156  -0.1595
H -18.3898 5.5998 -6.2186  0.0750
H -16.8559 4.7810 -6.3612  0.0649
H -16.9838 6.2636 -5.3833  0.0760
H -16.0735 6.5355 -7.6471  0.0378
C -10.6599 5.0130 -10.0972  -0.0470
C -11.3537 4.3971 -11.2984  -0.4096
C -10.4519 3.3437 -11.9487  -0.2248
O -11.1086 2.7909 -13.0635  -0.2080
C -10.3326 1.8127 -13.7421  -0.0918
N -12.6161 3.7793 -10.8717  0.0318
H -9.8500 5.6579 -10.4429  0.0816
H -10.1943 4.2429 -9.4741  0.0835
H -11.3367 5.5935 -9.4737  0.0654
H -11.4867 5.1447 -12.0840  0.1247
H -10.1770 2.5803 -11.2085  0.1296
H -9.5665 3.8672 -12.3388  0.1339
H -10.0358 1.0296 -13.0311  0.0865
H -9.4000 2.2657 -14.0969  0.0886
H -10.9862 1.4188 -14.5120  0.0890
H -12.4570 3.2144 -10.0306  0.0980
H -12.8867 3.0091 -11.4880  0.0859
C -16.6036 7.0853 -12.7717  -0.0435
C -17.0225 7.5253 -11.3646  -0.4013
C -18.4154 8.1080 -11.2974  -0.2135
O -18.5444 9.1725 -12.2157  -0.1841
C -19.6547 9.9848 -11.9258  -0.1190
N -16.7838 6.3669 -10.4998  0.0267
H -15.5855 6.7086 -12.8030  0.0632
H -16.6927 7.8577 -13.5404  0.0771
H -17.3494 6.3497 -13.0985  0.0829
H -16.3064 8.2959 -11.0541  0.1431
H -18.6497 8.4447 -10.2814  0.1274
H -19.1407 7.3297 -11.5836  0.1326
H -20.5530 9.3672 -11.8010  0.0869
H -19.8151 10.6512 -12.7701  0.0859
H -19.5070 10.5719 -11.0134  0.0878
H -17.3437 5.5599 -10.7886  0.0669
H -17.2502 6.4914 -9.5894  0.0681

The charge is 0. The HOMO-LUMO gap is 8.8 eV. As for the LUMO energy: 0.42 eV. For the total energy, the calculation gives -58121.376 eV. The calculation puts the HOMO energy at -0.3067 Ha. The spin multiplicity is 1. The calculation puts the strongest force on any atom at 2.3 eV/Å.